17
Properties=species:S:1:pos:R:3:forces:R:3:nbo_charge:R:1 method="wB97M-V/def2-TZVPD" homo_energy_ev=-8.76 total_energy_ev=-103705.519 de_lowest_kj_mol=158.8
H -2.0016 -2.3903 -0.9166 0.687 0.837 1.204 0.240
S -0.4152 0.6139 1.6086 -2.222 0.736 -2.561 1.315
C 0.2164 -0.2149 0.1578 5.963 1.016 -3.087 -0.135
H -1.9407 -1.7593 0.7928 0.541 -0.578 1.359 0.228
C 1.7197 -0.1190 -0.7726 -4.377 1.313 4.941 -0.162
N -0.3471 -1.1859 -0.5215 0.674 0.380 0.445 -0.125
H 2.2122 -1.4903 -2.2137 2.022 -1.253 -2.502 0.215
H -2.2253 -0.7492 -0.4802 -1.804 1.902 -0.627 0.213
C 1.4949 -1.1295 -1.6099 -1.530 0.784 0.716 -0.120
H 1.0389 2.5433 0.9496 -1.812 -0.300 -0.940 0.262
Br 3.1305 1.0683 -0.3163 -0.567 -0.865 -0.478 0.112
C -1.6661 -1.5663 -0.2043 -1.605 -2.548 -2.707 -0.424
N 0.2673 -1.6954 -1.5828 0.170 -0.498 1.014 -0.272
H -0.5371 3.0456 1.6699 0.159 0.033 1.057 0.237
C -0.0914 2.3398 0.9998 1.315 -0.741 1.004 -0.630
O 0.3971 0.3116 2.7244 2.379 -0.719 2.919 -0.953
Cl -1.2526 2.3777 -0.2852 0.008 0.500 -1.756 0.000